Here is an isolated molecule of C3H4NOP in a non-equilibrium geometry from the OMol25 dataset. Energies are from ωB97M-V/def2-TZVPD.

Element x y z (Å)
P: 2.3817 0.8050 -0.0377
O: 0.9191 -2.4913 -0.0372
N: 0.9890 1.4613 -0.0239
C: -0.6355 -0.6086 0.1709
C: 0.4477 -1.4269 -0.1478
C: -0.3732 0.9350 -0.1960
H: -0.5039 -0.6706 1.2644
H: -0.9538 1.6374 0.3053
H: -0.5738 1.1415 -1.3030
H: -1.6973 -0.7827 0.0050

Summary:
HOMO (alpha / beta)	-6.54 / -6.54	eV
charge	0
spin multiplicity	1
Kohn-Sham gap (alpha / beta)	6.4 / 6.4	eV
energy relative to the best compared isomer or geometry (same formula, charge and spin)	289.9	kJ/mol